Computed, not measured: a single C3H9N3O molecule at a distorted geometry, with ωB97M-V with the def2-TZVPD basis set.

* charge: 0
* E_HOMO (alpha / beta): -8.985 / -8.861 eV
* E_LUMO (alpha / beta): -0.009 / -0.007 Ha
* orbital gap (alpha / beta): 0.3216 / 0.3190 hartree
* total energy: -9769.92309 eV

Each line ends with the Löwdin charge.
CARTESIAN COORDINATES (ANGSTROEM)
1 O -1.07268 -0.25434 -1.42565  -0.115
2 N 1.25523 -0.53248 -0.00574  0.097
3 N -0.69980 -1.68106 0.59352  0.139
4 N -0.18008 0.65744 0.45085  0.060
5 C 2.03993 0.28385 -0.89497  -0.113
6 C -1.23325 1.11423 1.29961  -0.096
7 C -0.09037 -0.60922 -0.05148  -0.675
8 H -1.41055 0.39340 2.10640  0.079
9 H -0.08182 -2.47566 0.68907  0.092
10 H 1.46036 1.06191 -1.39948  0.073
11 H 2.84634 0.76417 -0.33427  0.080
12 H -2.16450 1.18176 0.72367  0.097
13 H -0.98013 2.09836 1.69543  0.074
14 H -0.55163 0.22950 -2.08112  0.022
15 H 2.50561 -0.37216 -1.64087  0.090
16 H -1.64266 -1.85969 0.27504  0.096

Computed, not measured: a single C3H9N3O molecule at a distorted geometry, with ωB97M-V with the def2-TZVPD basis set.

* charge: 0
* E_HOMO: -9.245 eV
* E_LUMO: 0.016 Ha
* SMILES: [H]/N=N/[C@@](C)(N)CO
* orbital gap: 0.3555 hartree
* total energy: -9773.39366 eV

Each line ends with the Löwdin charge.
CARTESIAN COORDINATES (ANGSTROEM)
1 O 1.98254 -0.79626 -0.24157  -0.069
2 N -0.71638 -0.89059 -1.02495  0.091
3 N 0.76068 1.39818 -1.35458  0.073
4 N 0.10549 1.31895 -0.29277  0.019
5 C 0.96599 -0.63396 0.69454  -0.219
6 C -0.31822 -0.02425 0.05533  -0.635
7 C -1.43647 0.09501 1.08594  -0.036
8 H 1.28938 0.00530 1.52891  0.123
9 H -1.69287 -0.89163 1.45766  0.082
10 H 1.07859 2.36816 -1.49097  0.075
11 H -2.31530 0.53515 0.62231  0.078
12 H -1.11860 0.72866 1.90820  0.077
13 H 0.71551 -1.62811 1.06868  0.132
14 H 2.01662 -0.00061 -0.80697  0.057
15 H 0.08481 -1.14713 -1.59172  0.072
16 H -1.40178 -0.43685 -1.61806  0.082

Computed, not measured: C3H9N3O as an isolated structure at a distorted geometry, with ωB97M-V with the def2-TZVPD basis set.

* charge: 0
* E_HOMO: -7.892 eV
* E_LUMO: 0.020 Ha
* orbital gap: 0.3102 hartree
* total energy: -9771.70037 eV

Each line ends with the Löwdin charge.
CARTESIAN COORDINATES (ANGSTROEM)
1 O 1.64318 1.43595 1.24918  -0.129
2 N -2.18327 -0.85872 -0.40021  0.029
3 N -1.20349 -0.57932 0.57580  -0.033
4 N -0.49186 1.52483 -0.22898  0.157
5 C 1.03843 0.33327 1.10885  -0.430
6 C -0.22988 0.35512 0.36652  -0.405
7 C 1.53488 -0.63528 -0.53153  0.001
8 H -0.91917 -1.39322 1.09969  0.136
9 H 0.37573 2.17587 -0.04768  0.164
10 H -2.90392 -0.14709 -0.38714  0.079
11 H 2.57369 -0.33142 -0.44166  0.047
12 H -1.19709 1.58484 -0.94426  0.098
13 H -1.77684 -0.93315 -1.32896  0.083
14 H 1.41812 -1.70996 -0.39461  0.036
15 H 1.18404 -0.31254 -1.50976  0.036
16 H 1.13748 -0.50919 1.81475  0.132

Computed, not measured: a single C3H9N3O molecule at a distorted geometry, with ωB97M-V with the def2-TZVPD basis set.

* charge: 0
* E_HOMO: -8.464 eV
* E_LUMO: 0.028 Ha
* SMILES: [H]/N=C\N(N)CCO
* orbital gap: 0.3387 hartree
* total energy: -9769.35495 eV

Each line ends with the Löwdin charge.
CARTESIAN COORDINATES (ANGSTROEM)
1 O -2.37810 0.12280 -0.78763  -0.043
2 N 0.67096 1.71843 -0.20086  -0.007
3 N 0.68881 0.29548 0.25406  -0.185
4 N 2.14589 -1.46453 -0.50910  -0.016
5 C 1.94279 -0.13866 -0.05064  -0.284
6 C -1.78251 -0.77252 0.10052  -0.286
7 C -0.68873 -0.14787 0.93850  -0.115
8 H -1.02845 0.96071 1.25820  0.150
9 H -0.33070 -0.82813 1.83345  0.142
10 H 0.97849 2.00238 -1.12461  0.064
11 H 2.85556 0.57578 -0.28051  0.139
12 H 1.35299 2.25508 0.42590  0.100
13 H -1.86826 0.41613 -1.41477  -0.014
14 H 1.34271 -2.18948 -0.42499  0.026
15 H -2.64157 -1.29506 0.75789  0.162
16 H -1.25988 -1.51055 -0.77540  0.168

Computed, not measured: a single C3H9N3O molecule at a distorted geometry, with ωB97M-V with the def2-TZVPD basis set.

* charge: 0
* E_HOMO: -8.919 eV
* E_LUMO: 0.027 Ha
* SMILES: [H]/N=C(/COC)NN
* orbital gap: 0.3545 hartree
* total energy: -9772.71835 eV

Each line ends with the Löwdin charge.
CARTESIAN COORDINATES (ANGSTROEM)
1 O 2.04828 0.86033 0.04361  -0.172
2 N -1.69196 0.55600 -0.36870  -0.077
3 N -2.73555 -0.40125 -0.37289  -0.002
4 N -0.15288 -1.19213 -0.54317  0.117
5 C 2.56211 -0.46273 0.10399  -0.127
6 C 0.68120 0.95863 0.38007  -0.178
7 C -0.41035 0.04520 -0.23346  -0.395
8 H -1.05663 -1.54070 -0.90221  0.036
9 H -1.86688 1.46010 0.07410  0.130
10 H 2.11502 -1.04702 0.91479  0.084
11 H 2.41136 -0.95330 -0.86152  0.077
12 H -3.61079 0.01063 -0.70358  0.089
13 H 3.63990 -0.40486 0.28068  0.082
14 H 0.58445 0.86602 1.46937  0.125
15 H 0.39253 1.98988 0.14213  0.119
16 H -2.90984 -0.74479 0.57679  0.093

Computed, not measured: a 2-piece molecular cluster, C3H9N3O overall at a distorted geometry, with ωB97M-V with the def2-TZVPD basis set.

* charge: 0
* E_HOMO: -8.623 eV
* E_LUMO: 0.032 Ha
* SMILES: CN1C[C@H]1O.[H]/N=N\[H]
* orbital gap: 0.3486 hartree
* total energy: -9770.77273 eV

Each line ends with the Löwdin charge.
CARTESIAN COORDINATES (ANGSTROEM)
1 O 1.84087 -0.46905 1.03568  -0.029
2 N -0.29207 0.27327 0.19428  -0.186
3 N 1.41514 -0.60917 -1.81911  -0.051
4 N 1.14296 0.53087 -1.42181  -0.040
5 C -0.47203 -1.14639 0.42174  -0.082
6 C 0.50782 -0.36979 1.23909  -0.375
7 C -1.35079 1.20122 0.49574  -0.083
8 H 0.48441 1.10608 -1.97086  0.084
9 H 0.24312 -0.13394 2.26954  0.152
10 H 0.84929 -0.97512 -2.60938  0.066
11 H -1.87164 0.94954 1.42946  0.082
12 H 1.98452 -0.50036 -0.00662  0.098
13 H -2.08169 1.18889 -0.31947  0.084
14 H -0.07668 -1.76086 -0.38246  0.089
15 H -1.39869 -1.48657 0.86822  0.106
16 H -0.92454 2.20138 0.57595  0.085

Computed, not measured: an isolated ion of composition C3H9N3O and charge +1 at a distorted geometry, with ωB97M-V with the def2-TZVPD basis set.

* charge: +1
* E_HOMO (alpha / beta): -14.484 / -14.286 eV
* E_LUMO (alpha / beta): -0.123 / -0.335 Ha
* spin multiplicity: 2
* orbital gap (alpha / beta): 0.4094 / 0.1904 hartree
* total energy: -9765.39184 eV

Each line ends with the Löwdin charge.
CARTESIAN COORDINATES (ANGSTROEM)
1 O 2.07811 -2.09930 0.56162  0.126
2 N 0.43236 -1.05362 -0.63940  0.173
3 N 0.36324 -1.00839 1.65335  0.164
4 N -0.14768 1.68138 0.36724  0.151
5 C 1.00209 -1.50052 0.51711  -0.551
6 C -0.78251 -0.20699 -0.91079  -0.111
7 C -0.63040 1.25222 -0.89808  -0.196
8 H -1.58931 1.67447 -1.13988  0.146
9 H -1.48275 -0.37009 -0.15965  0.120
10 H 0.88394 1.76986 0.39260  0.155
11 H 0.12176 1.47400 -1.69049  0.167
12 H 0.45368 -1.84021 -1.31967  0.185
13 H 0.38694 -0.01176 1.66560  0.061
14 H -0.73392 2.22764 0.97025  0.134
15 H -1.12984 -0.57980 -1.86483  0.149
16 H 0.77428 -1.40889 2.49502  0.126

Computed, not measured: C3H9N3O2 as an isolated structure at a distorted geometry, with ωB97M-V with the def2-TZVPD basis set.

* charge: 0
* E_HOMO (alpha / beta): -8.456 / -8.892 eV
* E_LUMO (alpha / beta): -0.003 / -0.024 Ha
* orbital gap (alpha / beta): 0.3080 / 0.3030 hartree
* total energy: -11817.27171 eV

Each line ends with the Löwdin charge.
CARTESIAN COORDINATES (ANGSTROEM)
1 O 2.07595 -0.80541 0.68970  0.083
2 O -2.95921 0.22635 0.62730  -0.121
3 N -2.61682 -2.55921 -0.61696  0.004
4 N 0.65762 1.00532 0.31256  0.034
5 N -1.89025 0.70057 0.18899  -0.109
6 C -0.30175 0.50555 1.10101  0.074
7 C 3.12165 0.97436 -0.30104  -0.007
8 C 1.93257 0.32719 0.30314  -0.505
9 H 3.38683 0.18529 -1.06711  0.115
10 H 3.88795 0.96881 0.46653  0.089
11 H -0.18341 -0.47602 1.37216  0.058
12 H -1.94567 1.70740 -0.12388  0.111
13 H 0.73735 1.94670 0.05443  0.110
14 H -2.37164 -1.61718 -0.34490  -0.054
15 H -3.57093 -2.64839 -0.23858  0.015
16 H 2.88493 1.95587 -0.82379  0.100
17 H -2.84516 -2.39717 -1.59957  0.004

Across the entries above, ΔE to the lowest compared entry with this formula, charge and spin takes the values 5.616; 2.146; 3.839; 6.184; 2.821; 4.766; 1.101; 6.788 eV, respectively.